Record 1
83
Properties=species:S:1:pos:R:3:mulliken_charge:R:1 method="wB97M-V/def2-TZVPD" e_tot_ha=-3023.5521 homo_lumo_gap_ha="0.2323 / 0.2049" total_charge=+2 e_above_lowest_kcal_mol=0.0
Pb -2.207 0.894 -2.345 0.69
C -2.110 1.827 -4.576 -0.78
C -0.787 1.659 -4.125 -0.24
C 0.051 2.792 -3.604 -0.96
C -0.656 3.754 -2.612 -1.02
C -1.732 3.165 -1.747 0.91
C -3.095 3.103 -2.112 -0.63
C -3.610 3.588 -3.438 -0.98
C -2.788 3.170 -4.674 -0.87
C -2.390 -0.394 0.029 -1.45
H -2.575 1.020 -5.160 0.59
H -0.205 0.807 -4.493 0.95
H 0.404 3.402 -4.458 0.38
H 0.963 2.390 -3.122 0.33
H 0.135 4.144 -1.950 0.50
H -1.035 4.629 -3.164 0.40
H -1.493 3.159 -0.678 -0.16
H -3.857 3.030 -1.329 0.56
H -3.693 4.690 -3.448 0.31
H -4.628 3.186 -3.559 0.44
H -3.502 3.113 -5.515 0.42
H -2.063 3.971 -4.904 0.33
H -2.651 -1.268 -0.587 0.57
H -3.259 0.248 0.254 0.48
H -1.862 -0.706 0.942 0.35
P -0.275 0.888 2.280 -0.55
P 1.599 -1.560 -0.142 0.06
N -1.340 2.298 2.141 0.47
N 0.791 1.690 3.418 0.67
N 0.566 -1.893 -1.407 1.06
N 3.017 -2.286 -0.657 0.58
C 0.645 1.072 0.690 1.02
C 1.846 0.097 0.481 -1.20
C -2.735 2.244 2.241 -0.51
C -3.251 3.491 1.947 -0.92
C -2.149 4.348 1.629 -0.56
C -0.989 3.593 1.739 -0.47
C 0.444 1.845 4.773 -0.45
C 1.450 2.552 5.409 -0.64
C 2.441 2.878 4.424 -0.70
C 2.003 2.353 3.212 -0.28
C 0.047 -3.163 -1.764 -0.54
C -0.547 -3.054 -3.004 -1.25
C -0.386 -1.712 -3.458 -0.37
C 0.326 -1.031 -2.489 -1.09
C 3.599 -2.064 -1.929 -0.39
C 4.623 -2.970 -2.100 -0.57
C 4.715 -3.766 -0.905 -0.67
C 3.739 -3.332 -0.033 -0.41
H 1.022 2.107 0.593 0.72
H -0.128 0.902 -0.083 -1.44
H 2.546 0.563 -0.235 0.55
H 2.403 -0.029 1.427 0.59
H -3.212 1.317 2.538 0.63
H -4.301 3.759 1.963 0.49
H -2.204 5.386 1.331 0.51
H 0.049 3.860 1.585 0.44
H -0.477 1.414 5.141 0.46
H 1.478 2.797 6.460 0.44
H 3.362 3.416 4.586 0.47
H 2.459 2.378 2.234 0.37
H 0.099 -3.998 -1.088 0.62
H -1.041 -3.858 -3.539 0.50
H -0.777 -1.286 -4.374 0.52
H 0.761 -0.040 -2.490 0.89
H 3.223 -1.280 -2.572 0.41
H 5.253 -3.067 -2.976 0.46
H 5.431 -4.557 -0.725 0.46
H 3.490 -3.648 0.971 0.42
Cl 1.227 -7.316 5.617 -0.15
C 0.958 -6.147 4.392 0.38
C 1.715 -4.966 4.385 -0.96
C 1.479 -4.010 3.394 -0.14
C 0.475 -4.244 2.445 0.21
C -0.278 -5.422 2.443 -0.35
C -0.016 -6.391 3.410 -0.82
C 0.164 -3.234 1.423 0.51
O 1.308 -2.472 1.126 0.00
O -0.898 -3.036 0.866 -0.45
H 2.463 -4.814 5.156 0.42
H 2.052 -3.087 3.375 0.54
H -1.049 -5.567 1.685 0.47
H -0.576 -7.319 3.414 0.44

=====

Record 2
32
Properties=species:S:1:pos:R:3:mulliken_charge:R:1 method="wB97M-V/def2-TZVPD" e_tot_ha=-672.2592 homo_lumo_gap_ha=0.3120 smiles=COc1cccc([C@@H]2CCOC[C@@H]2N)c1 e_above_lowest_kcal_mol=267.3
C -4.135 -1.468 0.543 -0.95
H -4.279 -0.890 1.345 0.41
O -2.643 -1.405 0.194 -0.38
C -2.103 -0.350 -0.053 0.45
C -0.763 -0.601 -0.418 -1.12
C -0.077 0.610 -0.481 0.65
C -0.733 1.818 -0.388 -0.33
C -2.020 2.074 -0.437 -0.73
C -2.821 0.955 -0.146 -0.74
H -3.786 0.998 0.120 0.54
H -2.532 3.223 -0.315 0.20
H -0.163 2.925 -0.860 0.03
C 1.488 0.435 -0.891 0.75
C 1.906 -0.511 -1.591 -1.53
H 1.003 -0.993 -2.290 0.18
H 2.557 -0.331 -2.243 0.72
C 2.523 -1.879 -0.710 -0.51
H 2.338 -2.739 -1.173 0.49
O 1.928 -1.738 0.408 -0.43
C 1.952 -0.671 1.429 -0.83
H 1.004 -0.638 1.792 0.42
C 2.131 0.693 0.707 0.08
N 1.942 1.898 1.387 -0.52
H 2.385 1.810 2.387 0.30
H 0.952 1.994 1.293 0.37
H 3.401 0.678 0.295 0.14
H 2.818 -1.087 2.017 0.31
H 3.597 -1.375 -0.629 0.29
H 1.677 1.500 -1.183 0.35
H -0.314 -1.446 -0.153 0.75
H -4.468 -2.394 0.571 0.33
H -4.767 -1.095 -0.528 0.29

=====

Record 3
117
Properties=species:S:1:pos:R:3:mulliken_charge:R:1 method="wB97M-V/def2-TZVPD" e_tot_ha=-26673.5126 homo_lumo_gap_ha=0.3070
C -3.728 -16.333 -17.549 -0.34
C -2.795 -17.329 -18.177 0.24
O -3.268 -18.560 -17.844 -0.27
C -4.231 -18.362 -16.966 0.67
O -4.903 -19.192 -16.345 -0.57
O -4.158 -17.137 -16.497 -0.28
F -1.504 -17.144 -17.809 -0.29
H -4.462 -15.887 -18.219 0.28
H -3.102 -15.502 -17.223 0.28
H -2.710 -17.196 -19.255 0.28
C -7.438 -15.305 -10.486 -0.36
C -8.426 -14.583 -11.299 0.38
O -7.674 -13.519 -11.984 -0.34
C -6.364 -13.655 -11.723 0.72
O -5.516 -12.819 -12.014 -0.55
O -6.201 -14.718 -10.921 -0.35
F -9.347 -14.038 -10.449 -0.28
H -7.350 -16.356 -10.759 0.22
H -7.590 -15.334 -9.407 0.26
H -8.853 -15.070 -12.176 0.30
C -1.742 -19.828 -8.182 -0.37
C -1.536 -20.544 -9.555 0.24
O -1.878 -21.921 -9.176 -0.30
C -2.825 -21.775 -8.232 0.67
O -3.411 -22.645 -7.659 -0.51
O -3.005 -20.457 -7.945 -0.34
F -0.323 -20.427 -9.892 -0.25
H -1.898 -18.756 -8.297 0.26
H -1.079 -20.175 -7.390 0.29
H -2.198 -20.222 -10.358 0.31
C 2.232 -16.104 -27.275 -0.55
C 2.249 -15.991 -25.879 -0.31
C 1.497 -15.053 -25.233 -0.86
C 0.930 -13.981 -26.016 0.80
C 1.129 -13.881 -27.358 0.28
C 1.609 -15.086 -27.970 -0.67
C 0.769 -12.626 -28.099 0.49
O 1.140 -12.455 -29.252 -0.62
C 0.289 -11.517 -27.289 0.22
C 0.086 -10.302 -27.862 -0.46
C -0.219 -9.206 -27.073 -0.57
C -0.178 -9.314 -25.734 -0.33
C 0.036 -10.467 -25.138 -0.61
C 0.230 -11.625 -25.869 0.25
C 0.262 -12.978 -25.198 0.55
O -0.105 -13.171 -24.051 -0.62
H 2.902 -16.758 -27.814 0.37
H 2.727 -16.714 -25.234 0.37
H 1.627 -15.059 -24.161 0.36
H 1.796 -15.057 -29.034 0.39
H -0.046 -10.173 -28.926 0.41
H -0.329 -8.198 -27.446 0.36
H -0.474 -8.471 -25.127 0.37
H -0.157 -10.524 -24.077 0.40
C -9.047 -36.461 -13.295 -0.53
C -10.160 -36.303 -14.053 -0.33
C -10.713 -35.066 -14.314 -0.73
C -10.062 -33.905 -13.807 0.40
C -8.884 -34.062 -13.017 0.31
C -8.359 -35.343 -12.821 -0.51
C -8.112 -32.881 -12.606 0.54
O -7.002 -33.061 -12.010 -0.67
C -8.698 -31.534 -12.984 0.23
C -8.121 -30.305 -12.580 -0.64
C -8.288 -29.093 -13.251 -0.55
C -9.281 -29.059 -14.183 -0.33
C -10.119 -30.179 -14.348 -0.50
C -9.820 -31.357 -13.784 0.43
C -10.670 -32.571 -14.087 0.38
O -11.658 -32.438 -14.848 -0.64
H -8.777 -37.430 -12.904 0.38
H -10.641 -37.169 -14.481 0.37
H -11.653 -35.105 -14.846 0.42
H -7.475 -35.592 -12.253 0.42
H -7.361 -30.245 -11.815 0.39
H -7.915 -28.172 -12.828 0.35
H -9.598 -28.113 -14.596 0.36
H -10.969 -30.149 -15.013 0.47
C 7.891 -16.153 -20.680 -0.50
C 7.677 -15.101 -21.580 -0.48
C 6.703 -14.132 -21.234 -0.53
C 6.015 -14.197 -20.026 0.35
C 6.336 -15.179 -19.054 0.27
C 7.223 -16.177 -19.491 -0.51
C 5.700 -15.443 -17.714 0.33
O 5.784 -16.502 -17.023 -0.62
C 4.615 -14.412 -17.338 0.49
C 4.054 -14.316 -16.079 -0.59
C 3.222 -13.241 -15.692 -0.41
C 2.871 -12.222 -16.523 -0.64
C 3.314 -12.352 -17.880 -0.46
C 4.240 -13.375 -18.289 0.10
C 4.965 -13.216 -19.603 0.64
O 4.670 -12.329 -20.384 -0.66
H 8.726 -16.824 -20.818 0.36
H 8.307 -14.866 -22.425 0.40
H 6.522 -13.291 -21.886 0.48
H 7.343 -17.141 -19.020 0.37
H 4.341 -15.120 -15.418 0.45
H 2.978 -13.216 -14.640 0.36
H 2.268 -11.415 -16.132 0.39
H 2.836 -11.741 -18.631 0.41
C -11.565 -10.125 -17.473 -0.31
Br -10.552 -11.591 -18.311 0.00
Br -12.961 -10.647 -16.244 0.00
Br -12.404 -8.965 -18.844 -0.03
H -10.910 -9.491 -16.876 0.34
C 2.979 -22.942 -18.271 -0.32
Br 2.051 -23.168 -20.009 -0.02
Br 4.914 -23.303 -18.664 -0.03
Br 2.306 -24.040 -16.905 0.03
H 2.853 -21.922 -17.910 0.34
C -6.611 -17.472 -26.448 -0.35
Br -6.380 -16.771 -24.578 -0.01
Br -5.412 -19.101 -26.666 -0.02
Br -5.892 -16.071 -27.642 -0.01
H -7.653 -17.674 -26.693 0.39

=====

Record 4
22
Properties=species:S:1:pos:R:3:mulliken_charge:R:1 method="wB97M-V/def2-TZVPD" e_tot_ha=-512.7398 homo_lumo_gap_ha=0.3396 smiles="O=C1CCCN1N1CCC=N1" e_above_lowest_kcal_mol=74.0
C 2.733 0.140 -0.917 -0.24
C -1.140 0.749 0.129 0.31
C 2.906 1.078 0.268 -0.38
C -2.654 0.477 -0.195 -0.34
C -2.643 -1.047 -0.467 -0.64
C 1.773 0.576 1.005 -0.74
C -1.265 -1.556 0.044 -0.50
N 1.692 -0.544 -1.013 -0.63
N -0.424 -0.389 0.045 0.42
N 0.955 -0.419 0.145 -0.10
O -0.758 1.885 0.276 -0.66
H 3.523 0.087 -1.643 0.45
H 3.809 1.094 0.783 0.40
H 2.561 1.994 -0.266 0.22
H -3.258 0.780 0.677 0.28
H -2.831 1.126 -1.041 0.27
H -3.517 -1.548 -0.057 0.36
H -2.597 -1.344 -1.459 0.28
H 2.119 -0.043 1.843 0.29
H 1.148 1.294 1.334 0.36
H -1.377 -2.027 1.024 0.25
H -0.755 -2.364 -0.516 0.33

=====

Record 5
8
Properties=species:S:1:pos:R:3:mulliken_charge:R:1 method="wB97M-V/def2-TZVPD" e_tot_ha=-966.0840 homo_lumo_gap_ha="0.2126 / 0.2206" e_above_lowest_kcal_mol=103.4
C 0.203 -0.049 0.363 -0.81
N -0.233 1.939 2.281 -0.38
O 2.403 0.601 1.685 -0.28
S 0.560 1.657 1.075 0.29
S 2.491 0.007 3.054 0.30
H 1.047 -0.270 -0.421 0.29
H -0.789 -0.112 0.115 0.34
H 0.301 -0.790 1.123 0.25

=====

Record 6
19
Properties=species:S:1:pos:R:3:mulliken_charge:R:1 method="wB97M-V/def2-TZVPD" e_tot_ha=-348.1241 homo_lumo_gap_ha=0.3853 smiles="C=CCCCO.O" e_above_lowest_kcal_mol=50.6
C -0.444 0.309 -1.744 -0.49
O 0.613 1.016 -2.420 -0.52
C 0.081 -0.736 -0.787 -0.44
C -1.078 -1.464 -0.111 -0.53
C -0.728 -2.756 0.523 -0.15
C -0.808 -3.041 1.817 -0.78
H -0.981 1.100 -1.206 0.32
H -0.950 -0.243 -2.550 0.23
H 0.516 1.920 -2.116 0.32
H 0.728 -0.357 0.014 0.26
H 0.786 -1.356 -1.358 0.33
H -1.512 -0.782 0.661 0.30
H -1.908 -1.537 -0.817 0.40
H -0.786 -3.579 -0.196 0.26
H -0.611 -3.913 2.433 0.28
H -0.932 -2.227 2.536 0.20
H 2.935 5.110 1.764 0.32
H 2.673 6.662 2.013 0.32
O 2.405 5.875 1.543 -0.64

=====

Record 7
149
Properties=species:S:1:pos:R:3:mulliken_charge:R:1 method="wB97M-V/def2-TZVPD" e_tot_ha=-21094.2621 homo_lumo_gap_ha=0.2711 total_charge=+1
C -4.274 1.859 1.537 -0.39
C -3.287 1.224 1.755 -1.74
C -2.109 0.416 2.193 0.16
N -1.504 1.187 3.320 0.14
C -0.205 1.722 3.033 -1.71
N 0.002 2.983 3.300 0.39
C 1.193 3.756 2.976 0.91
S 1.083 4.422 1.260 -0.21
C 2.856 4.321 0.757 0.26
C 3.058 4.929 -0.630 -1.15
N 0.737 0.981 2.376 0.80
O 2.022 0.884 2.900 0.67
C 2.115 0.883 4.323 -0.22
C 3.592 0.557 4.722 0.30
C 4.512 0.202 3.523 -1.51
C 4.268 1.648 5.601 -2.03
C 4.174 3.113 5.137 1.74
C 4.950 3.963 6.213 -1.50
C 4.828 3.415 3.786 -1.11
C 0.247 -0.242 1.698 0.43
C 1.299 -0.880 0.751 0.14
C 1.435 -0.328 -0.685 -0.52
C 2.611 -1.121 -1.349 1.95
C 3.997 -0.608 -0.910 -1.33
C 2.521 -1.161 -2.908 -1.15
C 0.069 -1.326 2.858 0.01
C 1.325 -2.141 3.204 -1.34
F -0.939 -2.259 2.593 -0.27
C -1.118 0.106 1.026 1.73
C -1.636 -1.062 0.110 -1.25
N -3.029 -1.448 0.421 -0.01
P -1.118 1.728 0.031 0.00
P -2.510 1.608 -1.646 1.02
O -3.744 0.873 -1.364 -0.64
O -2.912 3.169 -1.935 -0.56
O -1.760 1.148 -3.013 -0.33
H -5.079 2.524 1.300 0.64
H -2.542 -0.496 2.615 0.91
H -1.557 0.649 4.179 -0.46
H -0.751 3.493 3.743 0.44
H 1.179 4.636 3.630 0.74
H 2.144 3.247 3.126 -1.29
H 3.428 4.829 1.541 0.27
H 3.093 3.247 0.762 -0.06
H 4.102 4.737 -0.917 0.43
H 2.442 4.435 -1.385 0.03
H 2.892 6.009 -0.572 0.40
H 1.868 1.846 4.796 0.42
H 1.482 0.133 4.819 0.30
H 3.562 -0.351 5.343 0.50
H 5.544 0.245 3.901 0.60
H 4.381 -0.813 3.132 0.37
H 4.481 0.923 2.701 0.02
H 3.841 1.563 6.614 0.28
H 5.337 1.411 5.701 0.61
H 3.136 3.473 5.213 -0.06
H 4.300 4.325 7.014 0.36
H 5.803 3.387 6.596 0.36
H 5.402 4.820 5.695 0.41
H 4.895 4.496 3.599 0.46
H 5.823 2.968 3.671 0.37
H 4.229 3.023 2.947 -0.32
H 1.001 -1.926 0.621 -0.39
H 2.312 -0.813 1.156 0.28
H 0.569 -0.484 -1.332 -0.01
H 1.784 0.713 -0.623 -0.53
H 2.523 -2.148 -0.954 -0.48
H 4.061 -0.313 0.148 0.01
H 4.354 0.237 -1.517 0.32
H 4.732 -1.416 -1.048 0.41
H 2.334 -2.203 -3.195 0.25
H 3.506 -0.884 -3.293 0.17
H 1.729 -0.484 -3.239 0.28
H -0.223 -0.846 3.800 0.40
H 2.267 -1.596 3.131 -0.15
H 1.368 -3.051 2.592 0.20
H 1.222 -2.487 4.244 0.47
H -1.044 -1.967 0.313 0.01
H -1.480 -0.884 -0.956 0.62
H -3.385 -1.828 -0.455 -0.17
H -2.992 -2.255 1.038 0.29
H 0.119 1.925 -0.623 -0.17
H -3.251 3.475 -1.078 0.35
H -1.706 1.915 -3.614 0.14
C 1.310 3.601 -4.085 -0.17
Cl -0.375 3.992 -3.717 -0.08
Cl 1.882 2.289 -3.048 0.01
Cl 1.493 3.172 -5.781 -0.12
H 1.912 4.481 -3.889 0.39
C -1.465 2.325 7.349 -0.11
Cl -3.185 2.557 7.624 -0.11
Cl -0.860 0.941 8.256 -0.11
Cl -1.144 2.109 5.609 0.13
H -0.941 3.210 7.687 0.38
C -6.219 -2.743 -1.036 0.03
Cl -7.631 -3.671 -1.543 -0.13
Cl -5.720 -3.222 0.588 -0.08
Cl -4.895 -2.959 -2.183 -0.18
H -6.482 -1.692 -1.019 0.29
C -3.047 -2.651 5.449 -0.21
Cl -3.834 -3.298 4.013 -0.05
Cl -1.668 -3.639 5.918 -0.12
Cl -2.531 -0.974 5.167 0.10
H -3.763 -2.650 6.263 0.36
C -7.396 -6.573 -3.887 0.63
Cl -8.659 -7.541 -3.125 -0.13
Cl -5.959 -7.555 -4.199 -0.17
Cl -7.986 -5.849 -5.381 -0.12
H -7.118 -5.779 -3.206 -0.27
C -5.044 -5.530 7.407 -0.04
Cl -3.946 -6.419 6.352 -0.09
Cl -4.156 -4.742 8.715 -0.10
Cl -5.973 -4.342 6.486 -0.10
H -5.738 -6.236 7.844 0.37
C -4.837 3.582 -5.268 0.14
Cl -3.915 3.083 -6.693 -0.13
Cl -6.181 4.625 -5.731 -0.13
Cl -5.416 2.170 -4.388 -0.07
H -4.179 4.144 -4.616 0.19
C -5.710 -0.684 -7.101 0.32
Cl -4.769 -1.181 -8.510 -0.13
Cl -7.072 0.325 -7.587 -0.12
Cl -6.268 -2.091 -6.194 -0.07
H -5.068 -0.098 -6.454 0.00
C 1.647 -5.397 0.077 -0.17
Cl 1.572 -5.464 -1.682 -0.09
Cl 3.174 -4.683 0.611 -0.12
Cl 0.281 -4.480 0.724 -0.01
H 1.591 -6.407 0.461 0.43
C -3.519 5.381 -10.158 0.23
Cl -4.461 5.635 -11.626 -0.12
Cl -1.951 4.663 -10.541 -0.13
Cl -3.309 6.900 -9.282 -0.12
H -4.062 4.693 -9.521 0.14
C -2.495 -6.704 -5.557 0.64
Cl -2.342 -7.705 -6.999 -0.12
Cl -1.207 -7.069 -4.402 -0.10
Cl -2.489 -4.990 -5.979 -0.11
H -3.443 -6.930 -5.086 -0.26
C 4.973 -2.879 -5.943 -0.10
Cl 5.335 -2.603 -4.237 -0.06
Cl 3.366 -3.580 -6.133 -0.10
Cl 5.107 -1.375 -6.860 -0.12
H 5.699 -3.581 -6.334 0.37
C 8.426 0.442 -5.284 0.00
Cl 9.340 -1.040 -4.998 -0.12
Cl 7.028 0.527 -4.209 -0.02
Cl 9.457 1.860 -5.084 -0.13
H 8.066 0.426 -6.305 0.27

=====

Record 8
17
Properties=species:S:1:pos:R:3:mulliken_charge:R:1 method="wB97M-V/def2-TZVPD" e_tot_ha=-401.0579 homo_lumo_gap_ha=0.3113 e_above_lowest_kcal_mol=74.6
C -2.034 0.147 -1.009 -0.67
C -0.955 -0.720 0.922 0.28
C -0.514 0.529 1.458 -0.61
O -1.763 -0.927 -0.078 -0.30
H -0.783 -1.636 1.479 0.36
H -2.594 0.941 -0.514 0.31
H -2.638 -0.302 -1.792 0.26
H -1.081 0.507 -1.394 0.31
H -0.389 0.517 2.534 0.31
H -0.997 1.427 1.088 0.24
C 2.199 -0.412 -1.022 -0.98
N 0.975 -0.238 -0.249 -0.31
C 1.060 0.520 0.812 0.53
O 1.933 1.030 1.482 -0.64
H 2.445 0.486 -1.602 0.27
H 3.067 -0.634 -0.391 0.31
H 2.068 -1.236 -1.725 0.32

=====

Record 9
9
Properties=species:S:1:pos:R:3:mulliken_charge:R:1 method="wB97M-V/def2-TZVPD" e_tot_ha=-296.9799 homo_lumo_gap_ha=0.3191 total_charge=-1 e_above_lowest_kcal_mol=45.3
C -0.350 -0.013 0.153 0.51
C 1.624 0.008 -0.039 -0.75
N -1.168 1.046 0.298 -0.36
N -1.101 -1.080 -0.029 -0.41
N -2.374 0.692 0.036 -0.41
N -2.357 -0.593 -0.123 -0.36
H 1.707 0.028 -1.083 0.23
H 2.110 0.820 0.457 0.27
H 1.909 -0.908 0.330 0.29

=====

Record 10
12
Properties=species:S:1:pos:R:3:mulliken_spin:R:1 method="wB97M-V/def2-TZVPD" e_tot_ha=-949.5312 spin_multiplicity=2 homo_lumo_gap_ha="0.1605 / 0.2303" total_charge=+1 e_above_lowest_kcal_mol=134.0
H -3.329 1.403 -1.443 0.82
C 1.291 -0.654 -0.311 0.00
C -0.035 -1.254 0.001 0.01
O -1.108 -0.490 -0.562 0.03
C -1.382 0.664 0.072 0.09
O -1.887 1.522 -0.704 0.03
O 1.751 0.297 0.364 0.00
Li -0.364 2.365 0.657 0.01
H 1.832 -1.005 -1.206 0.00
H -0.163 -1.256 1.098 0.00
H -0.100 -2.276 -0.399 0.00
K 3.495 0.685 2.432 0.00